19
Properties=species:S:1:pos:R:3 method="wB97M-V/def2-TZVPD" smiles=NCC[C@@H]1C[C@H]1N relative_energy_ev=1.6630 energy_ha=-307.16823 lumo_energy_ev=1.10
C 1.27 0.78 -0.85
C -0.08 0.75 -0.17
C -0.25 -0.14 1.03
C 0.06 0.31 -1.61
C -0.56 -1.62 0.77
N 1.88 2.05 -1.20
N -1.87 -2.02 1.30
H 1.98 0.00 -0.59
H -0.58 1.70 -0.01
H 2.53 2.35 -0.48
H 1.18 2.80 -1.27
H -2.60 -1.51 0.81
H -1.94 -1.74 2.28
H 0.65 -0.07 1.64
H -1.04 0.30 1.65
H 0.04 -0.74 -1.90
H -0.34 0.96 -2.38
H 0.20 -2.23 1.27
H -0.53 -1.90 -0.28


75
Properties=species:S:1:pos:R:3 method="wB97M-V/def2-TZVPD" relative_energy_ev=0.0000 total_charge=+1 energy_ha=-8248.49366 spin_multiplicity=2 lumo_energy_ev="-2.59 / -1.94"
Co -0.85 0.23 -0.66
C -3.54 1.21 1.32
Se -1.62 1.53 1.39
C -1.41 0.82 3.20
C -0.28 1.51 3.96
Se 1.45 1.46 3.05
C 1.91 3.33 3.33
H -3.75 0.19 1.61
H -3.87 1.38 0.29
H -4.05 1.91 1.99
H -1.29 -0.26 3.13
H -2.36 1.03 3.69
H -0.17 1.04 4.93
H -0.52 2.56 4.10
H 1.98 3.54 4.40
H 1.16 3.97 2.87
H 2.88 3.50 2.87
C 1.41 3.14 -2.98
N 1.56 2.40 -1.73
C 1.18 3.13 -0.53
C 1.78 1.06 -1.71
N 1.20 0.33 -0.78
C 1.78 -0.89 -0.38
C 3.15 -1.14 -0.34
C 3.64 -2.40 -0.04
C 2.76 -3.44 0.21
C 1.40 -3.18 0.25
C 0.90 -1.90 0.04
N -0.49 -1.55 0.15
C -1.25 -2.16 1.04
N -2.59 -2.23 0.83
C -3.56 -2.39 1.92
C -3.15 -2.00 -0.50
N -0.80 -2.73 2.20
C 0.37 -2.23 2.91
C -1.16 -4.11 2.54
N 2.59 0.57 -2.69
C 2.51 -0.81 -3.16
C 3.74 1.32 -3.17
H 0.46 3.68 -2.96
H 1.41 2.46 -3.83
H 2.22 3.87 -3.11
H 1.74 4.06 -0.48
H 1.40 2.52 0.35
H 0.11 3.37 -0.53
H 3.84 -0.33 -0.57
H 4.71 -2.58 -0.03
H 3.13 -4.45 0.38
H 0.70 -3.99 0.45
H -3.95 -3.41 1.98
H -4.40 -1.73 1.74
H -3.11 -2.13 2.87
H -3.01 -0.99 -0.87
H -2.72 -2.68 -1.24
H -4.22 -2.19 -0.45
H 0.64 -1.25 2.53
H 1.23 -2.89 2.78
H 0.13 -2.16 3.97
H -1.90 -4.50 1.85
H -1.54 -4.18 3.56
H -0.27 -4.74 2.46
H 1.57 -1.26 -2.87
H 3.33 -1.41 -2.77
H 2.56 -0.80 -4.25
H 3.84 2.26 -2.64
H 3.67 1.53 -4.24
H 4.65 0.73 -3.01
C -2.82 2.66 -4.55
O -2.23 1.35 -4.34
C -1.82 1.01 -3.14
S -1.92 2.03 -1.78
S -1.16 -0.52 -2.94
H -2.15 3.44 -4.21
H -3.77 2.73 -4.02
H -2.97 2.73 -5.62


8
Properties=species:S:1:pos:R:3 method="wB97M-V/def2-TZVPD" relative_energy_ev=5.6427 energy_ha=-242.06531 lumo_energy_ev="-0.92 / -0.92"
N -1.48 -0.27 0.15
C 0.52 1.22 -0.29
C 0.95 -0.03 -0.09
N 0.51 -1.27 -0.02
N -0.86 -1.34 0.00
H -2.48 -0.50 0.07
H 0.82 2.00 0.41
H 2.03 0.19 -0.23